1.
The following is a DFT calculation (the ωB97M-V functional and the def2-TZVPD basis) of an isolated molecule of C2H6N2O2 in a non-equilibrium geometry.

Positions of all 12 atoms, in Å:
O -3.612 0.752 0.568
O -0.628 0.526 -1.253
N -2.879 0.830 -0.434
N -1.564 0.501 -0.193
C -1.008 -0.040 1.072
C 0.919 0.357 -1.276
H -0.047 0.411 1.404
H 1.210 0.324 -0.255
H -0.595 -0.997 1.048
H 1.268 -0.518 -1.797
H 1.213 1.267 -1.717
H -1.790 0.184 1.791

As for the SMILES: CON(C)N=O. Its orbital gap is 9.598 eV. Its multiplicity is 1. The value obtained for the energy above the lowest of the compared OMol25 structures with the same formula, charge and spin is 6.870 eV. The value obtained for the LUMO energy is 0.0236 Ha. For the energy, the calculation gives -9240.448 eV.



2.
The following is a DFT calculation (the ωB97M-V functional and the def2-TZVPD basis) of a structure of composition C2H6N2O2 in a non-equilibrium geometry.

Positions of all 12 atoms, in Å:
O -0.337 2.225 0.475
O 0.700 1.438 -0.162
N 0.295 -1.521 1.399
N -1.295 0.001 -0.579
C 0.975 -1.049 0.439
C -0.061 -0.083 -0.863
H 1.023 0.600 0.487
H 1.956 -1.486 0.203
H -1.109 1.627 0.291
H -1.922 -0.388 -1.276
H -0.641 -1.077 1.408
H 0.417 -0.287 -1.820

Its orbital gap is 8.992 eV. Its multiplicity is 1. The value obtained for the energy above the lowest of the compared OMol25 structures with the same formula, charge and spin is 8.015 eV. The value obtained for the LUMO energy is 0.0053 Ha. For the energy, the calculation gives -9239.302 eV.



3.
The following is a DFT calculation (the ωB97M-V functional and the def2-TZVPD basis) of a cluster of 2 separate species, C2H6N2O2 in total in a non-equilibrium geometry.

Positions of all 12 atoms, in Å:
O 2.093 -0.259 0.596
O -2.003 -0.382 0.460
N -0.898 -1.162 -0.125
N 1.330 -0.759 -0.639
C -0.015 -0.321 -0.333
C -0.154 1.208 -0.138
H -0.499 1.832 0.873
H 0.846 1.812 -0.671
H 1.487 -1.730 -0.261
H -0.827 1.595 -0.930
H -2.931 -1.031 -0.270
H 1.570 -0.802 1.438

Its orbital gap is 10.113 eV. Its multiplicity is 1. The value obtained for the energy above the lowest of the compared OMol25 structures with the same formula, charge and spin is 8.354 eV. The value obtained for the LUMO energy is 0.0043 Ha. For the energy, the calculation gives -9238.964 eV.